Version a
A 12-piece molecular cluster, C6H38N2O11 overall, computed with the ωB97M-V functional and the def2-TZVPD basis.

SMILES string = CC(C)CNCCN.O.O.O.O.O.O.O.O.O.O.O
Lowest unoccupied orbital energy = 0.13 eV
Gap between HOMO and LUMO = 8.7 eV

```
! wB97M-V def2-TZVPD RIJCOSX def2/J DEFGRID3
* xyz 0 1
C 2.53 -0.03 -1.89
N 1.08 -0.49 -1.70
C 0.97 -1.81 -1.15
C 0.98 -1.89 0.35
C 2.20 -2.69 0.87
C -0.26 -2.57 0.87
C 2.63 1.52 -1.84
N 1.76 1.94 -0.78
H 2.78 -0.55 -2.86
H 3.25 -0.51 -1.09
H 0.51 0.19 -1.19
H 0.26 -2.40 -1.77
H 1.92 -2.37 -1.44
H 1.09 -0.85 0.74
H 2.75 -3.15 0.05
H 3.00 -2.15 1.47
H 1.93 -3.51 1.64
H -0.10 -3.65 1.01
H -0.73 -2.01 1.71
H -1.11 -2.49 0.13
H 3.62 1.78 -1.48
H 2.58 1.80 -2.92
H 0.78 2.10 -1.08
H 2.14 2.72 -0.19
H -2.02 -1.90 -3.11
H -1.21 -0.73 -3.47
O -1.41 -1.28 -2.71
H -3.54 -1.11 0.05
H -3.59 -1.47 -1.47
O -3.07 -1.03 -0.79
H -1.86 -0.57 0.94
H -2.90 0.37 1.76
O -2.39 -0.44 1.72
H 1.56 -0.91 2.45
H 1.29 -1.95 3.56
O 1.03 -1.09 3.25
H 0.26 1.81 -3.80
H -0.24 0.68 -3.17
O -0.35 1.11 -4.04
H 2.36 1.03 0.95
H 3.94 1.19 0.98
O 3.12 1.15 1.48
H 0.29 2.13 2.60
H 0.37 3.55 3.02
O -0.06 2.99 2.38
H -2.27 1.78 -0.85
H -1.81 0.22 -1.02
O -1.57 1.12 -0.71
H -1.28 0.47 4.19
H -0.90 -0.90 3.93
O -1.35 -0.41 4.60
H -4.38 2.05 0.14
H -3.98 1.32 -1.11
O -4.53 1.19 -0.27
H -1.74 3.08 -0.22
H -1.92 4.20 0.79
O -2.37 3.40 0.50
*
```

Version b
A 12-piece molecular cluster, C6H38N2O11 overall, computed with the ωB97M-V functional and the def2-TZVPD basis.

SMILES string = CN(C)CCCCN.O.O.O.O.O.O.O.O.O.O.O
Lowest unoccupied orbital energy = 0.00 eV
Gap between HOMO and LUMO = 8.9 eV

```
! wB97M-V def2-TZVPD RIJCOSX def2/J DEFGRID3
* xyz 0 1
C 0.23 0.35 -0.44
C -0.93 0.27 -1.42
C -0.94 -0.95 -2.36
N 0.23 -1.17 -3.20
C 0.10 -0.54 0.82
N 0.10 0.26 2.05
C 1.46 0.63 2.43
C -0.48 -0.50 3.16
H 0.39 1.39 -0.13
H 1.16 0.12 -0.94
H -0.95 1.17 -2.05
H -1.88 0.30 -0.88
H -1.12 -1.87 -1.81
H -1.81 -0.87 -3.02
H 1.03 -1.50 -2.67
H 0.50 -0.32 -3.68
H -0.82 -1.10 0.74
H 0.93 -1.25 0.84
H 1.41 1.37 3.22
H 1.96 1.11 1.59
H 2.06 -0.24 2.75
H -1.51 -0.75 2.97
H 0.06 -1.43 3.37
H -0.46 0.12 4.06
H 3.04 2.84 -0.03
H 3.59 1.46 -0.57
O 3.47 2.40 -0.79
H -3.84 0.72 0.40
H -2.64 0.56 1.32
O -3.45 0.10 1.06
H -0.82 3.90 -1.27
H 0.59 3.89 -1.87
O -0.01 4.39 -1.27
H 2.59 -3.22 -1.34
H 1.28 -2.72 -0.64
O 2.11 -2.43 -1.08
H 2.42 2.73 -2.11
H 1.45 1.96 -3.03
O 1.70 2.87 -2.78
H -0.43 -4.25 -0.65
H -1.08 -3.04 -0.03
O -0.20 -3.50 -0.07
H -4.74 1.56 -1.65
H -4.89 2.59 -0.50
O -4.30 1.91 -0.86
H -0.53 -3.81 1.72
H -0.28 -4.22 3.18
O -0.97 -3.91 2.60
H 0.79 4.30 0.33
H 0.60 3.36 1.52
O 1.27 3.95 1.12
H -2.98 -1.55 0.53
H -2.80 -2.92 1.26
O -2.71 -2.50 0.40
H 4.21 -0.68 0.49
H 3.15 -1.05 -0.54
O 3.71 -0.30 -0.23
*
```

Stability ranking, top and bottom: version b is the most stable and version a is the least stable.